115
Properties=species:S:1:pos:R:3:mulliken_charge:R:1 method="wB97M-V/def2-TZVPD" relative_energy_kcal_mol=43.3 homo_energy_ev=-8.99 largest_force_ev_per_a=15.40 homo_lumo_gap_ha=0.301
C 15.793 12.596 60.164 -1.369
C 15.383 11.351 59.489 0.322
C 15.038 11.647 58.030 0.585
C 14.485 10.400 57.397 -0.436
N 14.108 10.542 55.913 1.019
C 15.378 10.551 55.065 -0.578
C 15.017 11.025 53.705 -0.285
C 13.733 11.829 53.892 -0.603
C 13.524 11.861 55.489 -1.030
C 13.352 9.401 55.454 0.014
C 11.802 9.542 55.818 0.407
C 11.378 8.220 56.108 -1.521
H 15.254 13.485 59.813 0.039
H 16.715 12.742 59.701 0.480
H 16.006 12.633 61.250 0.300
H 14.531 10.864 60.175 -0.482
H 15.912 10.358 59.476 0.513
H 15.996 11.960 57.716 0.292
H 14.526 12.642 58.088 -0.326
H 13.491 10.015 57.810 0.196
H 15.174 9.541 57.533 -0.129
H 15.967 9.512 55.044 0.006
H 15.946 11.232 55.574 0.462
H 14.727 10.026 53.061 -0.054
H 15.764 11.660 53.371 0.636
H 12.823 11.500 53.524 0.309
H 13.703 12.827 53.506 0.536
H 12.424 11.799 55.667 0.309
H 13.937 12.668 55.946 0.794
H 13.680 8.385 55.907 0.098
H 13.394 9.103 54.299 -0.645
H 11.265 9.668 54.790 -0.338
H 11.586 10.361 56.653 0.694
H 11.684 7.581 57.055 0.198
H 11.220 7.396 55.377 0.346
H 10.325 8.471 56.642 0.286
O 12.968 5.877 53.861 -0.700
C 14.124 5.315 53.903 0.766
O 14.527 4.745 52.894 -0.492
B 15.810 4.080 53.313 1.342
O 15.863 4.318 54.711 -0.726
C 15.055 5.171 55.031 0.523
O 14.815 5.459 56.158 -0.674
O 17.052 4.485 52.531 -0.458
C 17.586 3.442 52.078 0.688
O 18.444 3.487 51.198 -0.638
C 16.744 2.264 52.409 0.569
O 15.751 2.622 53.021 -0.535
O 16.992 1.155 52.029 -0.622
O 14.268 7.652 51.816 -0.493
H 14.234 7.866 50.879 0.237
H 15.064 7.548 52.242 0.213
O 8.841 6.556 53.389 -0.658
H 9.866 6.371 53.089 0.304
H 8.695 7.485 53.297 0.436
O 9.477 4.747 55.803 -0.655
H 8.984 5.480 55.382 0.343
H 9.933 4.292 54.988 0.312
O 17.190 14.553 56.155 -0.584
H 17.029 15.425 55.563 0.327
H 16.332 14.610 56.645 0.402
O 8.625 9.186 53.123 -0.640
H 8.391 9.874 52.520 0.292
H 9.554 9.298 53.091 0.206
O 18.517 10.792 61.010 -0.651
H 17.702 10.246 61.350 0.334
H 18.236 11.207 60.223 0.302
O 18.665 10.678 57.775 -0.629
H 18.045 9.978 57.430 0.351
H 19.326 10.863 57.026 0.320
O 10.718 13.405 52.239 -0.562
H 10.714 12.524 51.952 0.275
H 10.330 13.488 53.064 0.286
O 13.048 14.909 51.853 -0.725
H 13.652 14.190 51.418 0.318
H 12.200 14.612 51.590 0.291
O 12.164 14.386 58.174 -0.601
H 13.108 14.681 58.123 0.365
H 11.595 15.126 58.032 0.275
O 15.399 15.289 53.098 -0.588
H 15.911 15.342 52.258 0.272
H 14.415 15.181 52.839 0.413
O 18.312 13.599 61.632 -0.685
H 17.686 13.368 62.486 0.405
H 18.363 12.759 61.240 0.370
O 16.561 12.719 63.895 -0.657
H 16.876 11.866 63.911 0.310
H 17.003 13.136 64.670 0.327
O 14.754 15.217 57.561 -0.782
H 15.171 15.732 58.278 0.324
H 15.051 15.992 56.979 0.278
O 17.377 8.162 56.857 -0.526
H 16.988 7.618 57.438 0.218
H 18.296 7.896 56.673 0.271
O 13.983 8.951 62.142 -0.665
H 13.820 7.986 62.215 0.354
H 14.643 8.895 61.513 0.335
O 9.154 9.137 58.925 -0.541
H 9.685 9.341 59.488 0.207
H 9.118 8.180 59.098 0.299
O 8.124 11.161 57.113 -0.686
H 8.681 10.499 57.706 0.335
H 7.566 10.413 56.548 0.343
O 11.365 8.293 51.963 -0.458
H 12.297 8.073 52.134 0.209
H 11.353 7.804 51.253 0.225
O 18.517 12.407 53.716 -0.615
H 17.672 12.793 54.054 0.332
H 18.914 12.763 52.896 0.281
O 11.780 9.423 60.452 -0.654
H 12.624 9.081 60.885 0.350
H 12.178 10.295 60.006 0.322
O 14.899 16.290 60.472 -0.666
H 14.634 17.204 60.496 0.299
H 13.995 15.710 60.548 0.360

=====

16
Properties=species:S:1:pos:R:3:mulliken_charge:R:1 method="wB97M-V/def2-TZVPD" relative_energy_kcal_mol=68.3 homo_energy_ev=-13.79 largest_force_ev_per_a=5.69 homo_lumo_gap_ha=0.381 total_charge=+1
C -1.101 -0.207 -0.485 -0.753
C 1.360 0.523 -0.738 -0.714
C 0.799 -0.722 -0.203 0.058
N -1.680 -0.427 0.867 -0.254
O 1.152 1.573 0.131 -0.573
O 0.664 -0.903 1.138 -0.622
H -0.914 0.770 -0.885 0.352
H -1.545 -0.806 -1.303 0.342
H 0.940 0.689 -1.731 0.434
H 2.418 0.380 -0.866 0.444
H 1.005 -1.650 -0.657 0.459
H -1.070 -1.136 1.320 0.379
H -2.690 -0.795 0.683 0.391
H -1.782 0.352 1.467 0.327
H 1.641 2.345 -0.250 0.348
H 0.802 0.013 1.511 0.382

=====

17
Properties=species:S:1:pos:R:3:mulliken_charge:R:1 method="wB97M-V/def2-TZVPD" relative_energy_kcal_mol=8.4 homo_energy_ev=-9.38 largest_force_ev_per_a=0.23 homo_lumo_gap_ha=0.387
C -2.205 0.244 -0.084 -1.567
C -0.754 0.241 0.362 0.426
C -0.144 -1.172 0.233 -0.616
C 1.309 -1.161 -0.146 -0.424
C 1.983 -0.031 -0.326 -0.271
C 1.286 1.294 -0.166 -0.563
O -0.092 1.195 -0.450 -0.375
H -2.790 -0.476 0.499 0.380
H -2.249 -0.044 -1.140 0.371
H -2.645 1.239 0.024 0.359
H -0.682 0.569 1.416 0.292
H -0.706 -1.758 -0.509 0.310
H -0.267 -1.692 1.193 0.315
H 1.789 -2.126 -0.304 0.381
H 3.036 -0.034 -0.600 0.387
H 1.439 1.678 0.858 0.280
H 1.695 2.035 -0.860 0.315

=====

22
Properties=species:S:1:pos:R:3:mulliken_charge:R:1 method="wB97M-V/def2-TZVPD" relative_energy_kcal_mol=103.2 homo_energy_ev=-9.11 largest_force_ev_per_a=4.04 homo_lumo_gap_ha=0.359
C 1.112 -0.306 1.770 -1.395
C 1.192 -0.128 0.272 0.209
C 0.389 -1.232 -0.389 0.389
O 0.878 -2.174 -0.980 -0.617
N -0.993 -1.078 -0.079 0.552
N -1.913 -2.032 -0.520 -1.044
C -1.433 0.136 0.347 0.175
C -0.769 1.300 0.311 -0.077
C -2.167 1.319 0.569 0.255
O -3.154 1.953 0.798 -0.635
C 0.614 1.323 -0.224 0.161
C 0.775 1.348 -1.692 -1.433
H 0.053 -0.152 2.209 0.252
H 1.698 0.488 2.284 0.380
H 1.509 -1.258 2.027 0.441
H 2.299 -0.151 -0.080 0.218
H -2.335 -2.515 0.189 0.220
H -1.341 -2.739 -1.048 0.273
H 1.105 2.038 0.379 0.505
H 0.164 0.576 -2.125 0.356
H 1.739 1.012 -1.849 0.395
H 0.577 2.272 -2.169 0.419

=====

14
Properties=species:S:1:pos:R:3:mulliken_charge:R:1 method="wB97M-V/def2-TZVPD" relative_energy_kcal_mol=15.5 homo_energy_ev=-10.72 largest_force_ev_per_a=2.37 homo_lumo_gap_ha=0.410
C 0.332 -1.868 -0.499 -1.291
C -0.187 -0.589 0.134 -0.063
C 0.821 0.547 0.404 0.351
O 0.444 1.678 0.422 -0.529
O 2.025 0.097 0.842 -0.460
H -0.396 -2.658 -0.446 0.346
H 0.795 -1.717 -1.473 0.342
H 1.162 -2.250 0.120 0.334
H -0.497 -0.759 1.182 0.249
H -1.138 -0.210 -0.233 0.356
H 2.342 -0.504 0.143 0.337
O -2.293 2.707 -0.065 -0.645
H -1.454 2.453 0.367 0.366
H -1.955 3.072 -0.899 0.306

=====

14
Properties=species:S:1:pos:R:3:mulliken_charge:R:1 method="wB97M-V/def2-TZVPD" relative_energy_kcal_mol=119.3 homo_energy_ev="-13.57 / -13.56" largest_force_ev_per_a=5.32 homo_lumo_gap_ha="0.314 / 0.314" total_charge=+1
C -1.116 -1.267 0.089 0.239
C -0.661 1.380 0.704 -0.095
C -0.872 -1.131 -1.327 -0.384
C 0.709 1.133 0.488 -0.270
C 1.237 -0.231 0.543 -0.454
N 0.095 -1.235 -0.140 -0.149
F -1.063 2.560 0.703 -0.095
H -2.057 -1.255 0.735 0.309
H -0.974 -1.929 -2.082 0.263
H -0.857 -0.154 -1.831 0.247
H 0.861 1.548 -0.461 0.326
H 1.385 1.609 1.192 0.412
H 2.056 -0.511 -0.124 0.288
H 1.257 -0.516 1.511 0.363

=====

Repeat the sixth record exactly.
14
Properties=species:S:1:pos:R:3:mulliken_charge:R:1 method="wB97M-V/def2-TZVPD" relative_energy_kcal_mol=119.3 homo_energy_ev="-13.57 / -13.56" largest_force_ev_per_a=5.32 homo_lumo_gap_ha="0.314 / 0.314" total_charge=+1
C -1.116 -1.267 0.089 0.239
C -0.661 1.380 0.704 -0.095
C -0.872 -1.131 -1.327 -0.384
C 0.709 1.133 0.488 -0.270
C 1.237 -0.231 0.543 -0.454
N 0.095 -1.235 -0.140 -0.149
F -1.063 2.560 0.703 -0.095
H -2.057 -1.255 0.735 0.309
H -0.974 -1.929 -2.082 0.263
H -0.857 -0.154 -1.831 0.247
H 0.861 1.548 -0.461 0.326
H 1.385 1.609 1.192 0.412
H 2.056 -0.511 -0.124 0.288
H 1.257 -0.516 1.511 0.363